This record from the OMol25 dataset describes one molecule with the formula C19H34O6S. The level of theory is ωB97M-V with the def2-TZVPD basis set.

Properties
total energy	-43364.147	eV
structure (SMILES)	C#CCCC[C@H]1OS(=O)(=O)O[C@@]1(CCCCOC)OC[C@H](C)CC(C)C
gap between HOMO and LUMO	0.37494	hartree

Element x y z (Å)
C: 1.829 4.108 0.960
C: 1.313 4.394 -0.229
C: 0.604 4.428 -1.678
C: -0.644 3.372 -1.795
C: -0.049 1.928 -1.374
C: -0.748 0.670 -2.098
O: -0.231 0.217 -3.409
S: -1.122 -1.233 -3.639
O: -2.122 -1.037 -4.782
O: -0.249 -2.462 -3.903
O: -2.078 -1.329 -2.219
C: -1.209 -0.615 -1.241
C: -2.323 -0.249 -0.093
C: -2.999 -1.568 0.568
C: -4.545 -1.198 0.990
C: -4.620 -0.579 2.491
O: -5.770 0.294 2.658
C: -5.362 1.669 2.399
O: -0.259 -1.653 -0.908
C: 1.106 -1.157 -0.830
C: 2.147 -2.312 -0.302
C: 1.713 -2.818 1.168
C: 3.669 -1.775 -0.428
C: 4.429 -1.519 0.972
C: 5.996 -1.095 0.710
C: 3.802 -0.279 1.846
H: 2.421 3.869 1.924
H: 1.432 4.222 -2.463
H: 0.244 5.504 -1.859
H: -0.961 3.355 -2.905
H: -1.514 3.711 -1.106
H: 1.068 1.925 -1.724
H: 0.007 1.838 -0.216
H: -1.780 1.113 -2.430
H: -1.896 0.397 0.757
H: -3.195 0.324 -0.617
H: -3.087 -2.465 -0.148
H: -2.443 -1.935 1.506
H: -5.175 -2.180 1.008
H: -5.051 -0.500 0.224
H: -3.631 -0.015 2.711
H: -4.721 -1.470 3.215
H: -4.448 1.982 3.055
H: -5.078 1.746 1.284
H: -6.205 2.431 2.660
H: 1.178 -0.301 -0.038
H: 1.544 -0.824 -1.862
H: 2.033 -3.183 -1.063
H: 1.481 -1.858 1.795
H: 2.513 -3.437 1.712
H: 0.707 -3.409 1.151
H: 4.268 -2.557 -1.041
H: 3.647 -0.794 -1.042
H: 4.461 -2.504 1.581
H: 6.510 -0.944 1.740
H: 6.561 -1.916 0.133
H: 6.079 -0.075 0.159
H: 4.604 0.413 2.288
H: 3.038 0.242 1.162
H: 3.194 -0.792 2.701

Formally, the Mulliken partial charges of the atoms, in units of the elementary charge, are as follows: C -0.25; C -0.17; C -0.65; C -0.53; C -0.64; C -0.13; O -0.47; S 1.16; O -0.65; O -0.55; O -0.48; C 0.82; C -0.75; C -0.49; C -0.49; C -0.41; O -0.37; C -0.52; O -0.43; C -0.26; C 0.55; C -1.19; C -0.95; C 0.62; C -1.38; C -0.79; H 0.35; H 0.31; H 0.37; H 0.35; H 0.27; H 0.37; H 0.20; H 0.58; H 0.24; H 0.32; H 0.34; H 0.28; H 0.29; H 0.26; H 0.25; H 0.29; H 0.24; H 0.19; H 0.25; H -0.14; H 0.28; H 0.42; H 0.16; H 0.34; H 0.30; H 0.28; H 0.23; H 0.17; H 0.38; H 0.35; H 0.30; H 0.41; H 0.01; H 0.17

---

This record from the OMol25 dataset describes one molecule with the formula C5H6O3. The level of theory is ωB97M-V with the def2-TZVPD basis set.

Properties
total energy	-11419.939	eV
structure (SMILES)	C1OC2=C(COC2)O1
gap between HOMO and LUMO	0.30739	hartree
ΔE to the lowest compared entry with this formula, charge and spin	4.473	eV

Element x y z (Å)
C: -2.110 -0.011 -0.065
O: -1.245 1.135 0.019
C: -0.059 0.684 -0.192
C: -0.117 -0.646 -0.112
C: 1.112 -1.295 -0.020
O: 2.059 -0.080 -0.018
C: 1.308 1.146 0.042
O: -1.306 -1.093 0.084
H: -2.929 -0.074 0.847
H: -2.417 0.041 -1.143
H: 1.323 -1.636 0.988
H: 1.501 -2.039 -0.798
H: 1.842 2.016 -0.652
H: 1.039 1.850 1.019

Formally, the Mulliken partial charges of the atoms, in units of the elementary charge, are as follows: C -0.15; O -0.43; C 0.52; C 0.21; C -0.26; O -0.38; C -0.38; O -0.41; H 0.20; H 0.29; H 0.17; H 0.22; H 0.23; H 0.17

---

This record from the OMol25 dataset describes a 2-piece molecular cluster, ClH3N2OS overall. The level of theory is ωB97M-V with the def2-TZVPD basis set.

Properties
total energy	-28429.262	eV
gap between HOMO and LUMO (alpha / beta)	0.36872 / 0.23867	hartree
ΔE to the lowest compared entry with this formula, charge and spin	3.288	eV

Element x y z (Å)
N: 0.248 -1.286 -1.302
N: -0.423 1.386 0.163
O: -0.563 0.059 2.491
S: 0.056 0.137 1.226
Cl: 1.976 -1.173 -1.582
H: -0.067 -1.696 -0.437
H: -1.303 1.654 -0.015
H: 0.076 0.919 -0.545

Formally, the Mulliken partial charges of the atoms, in units of the elementary charge, are as follows: N -0.33; N -0.45; O -0.42; S 0.34; Cl 0.01; H 0.27; H 0.26; H 0.31

---

This record from the OMol25 dataset describes a 2-piece molecular cluster, H2 overall. The level of theory is ωB97M-V with the def2-TZVPD basis set.

Properties
total energy	-24.778	eV
gap between HOMO and LUMO	0.21033	hartree
ΔE to the lowest compared entry with this formula, charge and spin	6.811	eV

Element x y z (Å)
H: -1.011 -0.940 0.200
H: 1.011 0.940 -0.200

Formally, the Mulliken partial charges of the atoms, in units of the elementary charge, are as follows: H 0.00; H 0.00

---

This record from the OMol25 dataset describes C21H20AsFN3O3PtS3 as an isolated structure. The level of theory is ωB97M-V with the def2-TZVPD basis set.

Properties
total energy	-132026.578	eV
total charge	-1
gap between HOMO and LUMO	0.23737	hartree
ΔE to the lowest compared entry with this formula, charge and spin	1.193	eV

Element x y z (Å)
Pt: -0.120 0.036 -1.120
C: -7.628 -0.908 0.143
C: -6.684 -1.694 -0.761
C: -6.975 -3.190 -0.782
C: -6.732 -3.805 0.590
C: -5.374 -3.415 1.119
C: -4.749 -4.176 2.085
C: -3.494 -3.814 2.554
F: -2.924 -4.594 3.499
C: -2.831 -2.714 2.084
C: -3.446 -1.927 1.109
C: -2.704 -0.737 0.605
O: -1.615 -0.465 1.093
C: -3.384 -0.004 -0.454
C: -4.625 -0.406 -0.829
N: -5.292 -1.482 -0.356
C: -4.712 -2.275 0.628
C: -2.883 1.236 -1.180
O: -3.726 1.954 -1.718
O: -1.626 1.483 -1.221
H: -8.667 -1.079 -0.146
H: -7.419 0.160 0.068
H: -7.505 -1.199 1.187
H: -6.763 -1.307 -1.778
H: -6.319 -3.661 -1.518
H: -8.005 -3.351 -1.104
H: -6.802 -4.892 0.535
H: -7.510 -3.480 1.287
H: -5.223 -5.067 2.479
H: -1.845 -2.439 2.433
H: -5.144 0.182 -1.576
S: 3.299 -2.750 0.923
C: 2.351 -1.482 0.427
S: 1.393 -1.691 -1.030
C: 2.228 -0.244 1.108
C: 2.899 0.050 2.322
N: 3.443 0.327 3.302
C: 1.499 0.781 0.491
N: 0.949 1.679 -0.032
C: 1.832 0.631 -3.801
As: -0.073 0.564 -4.070
C: -0.252 0.129 -5.950
C: -0.756 2.348 -3.879
S: -1.102 -0.949 -2.965
H: 2.309 1.030 -4.697
H: 2.185 -0.375 -3.580
H: 2.025 1.260 -2.935
H: 0.291 0.856 -6.553
H: -1.306 0.138 -6.222
H: 0.154 -0.867 -6.111
H: -0.330 2.964 -4.672
H: -0.484 2.709 -2.891
H: -1.843 2.322 -3.934

Formally, the Mulliken partial charges of the atoms, in units of the elementary charge, are as follows: Pt 1.19; C -1.43; C -0.19; C -1.06; C -1.17; C 0.95; C -0.66; C 0.09; F -0.37; C -0.90; C 0.36; C 1.20; O -0.86; C -0.01; C -0.20; N 0.20; C -0.36; C 0.03; O -0.76; O -0.74; H 0.39; H 0.38; H 0.36; H 0.50; H 0.36; H 0.44; H 0.45; H 0.34; H 0.51; H 0.69; H 0.49; S -0.41; C 0.49; S -0.46; C 0.04; C -0.01; N -0.60; C 0.23; N -0.68; C -1.10; As 0.73; C -1.13; C -1.01; S -0.57; H 0.41; H 0.37; H 0.33; H 0.38; H 0.36; H 0.35; H 0.43; H 0.32; H 0.32

---

This record from the OMol25 dataset describes C3H6EuO3 as an isolated structure. The level of theory is ωB97M-V with the def2-TZVPD basis set.

Properties
expectation value of S²	15.98
total energy	-28656.788	eV
total charge	+2
gap between HOMO and LUMO (alpha / beta)	0.17258 / 0.31688	hartree
spin multiplicity	8
ΔE to the lowest compared entry with this formula, charge and spin	5.359	eV

Element x y z (Å)
O: 1.533 1.680 -0.037
Eu: -0.297 2.605 0.058
C: -1.909 -0.437 0.129
O: -0.693 0.298 -0.019
C: 0.492 -0.479 0.168
C: 1.736 0.375 -0.196
O: 2.814 -0.146 0.287
H: -2.735 0.255 -0.061
H: -1.927 -1.252 -0.605
H: -1.980 -0.843 1.147
H: 0.453 -1.353 -0.496
H: 0.546 -0.811 1.215
H: 1.967 0.107 -1.590

Formally, the Mulliken partial charges of the atoms, in units of the elementary charge, are as follows: O -0.56; Eu 2.02; C -0.63; O -0.38; C -0.40; C 0.23; O -0.29; H 0.30; H 0.29; H 0.34; H 0.36; H 0.40; H 0.33